{"formula": "C23H41N2O2P2Pm", "method": "ωB97M-V/def2-TZVPD", "elements": ["Pm", "P", "C", "C", "N", "C", "C", "C", "C", "C", "P", "H", "H", "H", "H", "H", "H", "H", "H", "O", "H", "H", "O", "H", "C", "H", "H", "H", "C", "H", "H", "H", "C", "H", "H", "H", "C", "H", "H", "H", "C", "C", "C", "C", "C", "C", "C", "C", "N", "C", "C", "C", "C", "H", "H", "H", "H", "H", "H", "H", "H", "H", "H", "H", "H", "H", "H", "H", "H", "H", "H"], "coordinates": [[-0.521857, -0.358365, 0.096230], [2.017942, -1.553894, 0.279833], [2.803971, -0.799489, -1.245017], [1.948015, -0.211491, -2.342538], [0.712150, 0.269043, -2.026345], [0.045606, 1.026000, -2.933363], [0.533586, 1.205467, -4.216078], [1.764388, 0.672271, -4.564653], [2.482517, -0.027698, -3.610856], [-1.277290, 1.659524, -2.528052], [-1.513728, 2.113737, -0.732772], [3.489920, -0.395638, -3.806124], [-0.081223, 1.752652, -4.913862], [2.139583, 0.791154, -5.568097], [-1.434817, 2.607983, -3.058240], [-2.125932, 1.018983, -2.827884], [3.411046, 0.007532, -0.813059], [3.468891, -1.573026, -1.672082], [3.560055, 2.274884, 0.337489], [3.964041, 2.223063, -0.532387], [4.896152, 2.045773, -0.365086], [1.577821, 1.790044, 1.894093], [1.987440, 2.666279, 1.735490], [1.458832, 3.044909, 0.996613], [-0.770530, 3.784366, -0.720031], [-1.339012, 4.449638, -1.390660], [-0.809027, 4.193093, 0.301162], [0.285219, 3.754206, -1.031097], [-3.295883, 2.534953, -0.692806], [-3.568709, 2.814704, 0.336479], [-3.504680, 3.375218, -1.374065], [-3.895756, 1.657853, -0.979278], [2.116098, -3.317312, -0.165837], [3.165918, -3.626831, -0.253073], [1.597415, -3.874630, 0.625576], [1.595554, -3.478225, -1.117148], [3.431639, -1.443473, 1.442233], [3.134017, -1.871373, 2.407772], [4.303558, -1.994699, 1.062062], [3.724490, -0.399603, 1.615827], [-4.282923, -6.278099, 0.612509], [-3.435683, -5.182039, 0.033672], [-2.968816, -5.275469, -1.277878], [-2.188580, -4.261917, -1.841732], [-1.728785, -4.394261, -3.268374], [-1.872994, -3.139195, -1.078794], [-2.326779, -3.009188, 0.264939], [-3.124622, -4.056059, 0.801037], [-1.957778, -1.874332, 0.974210], [-2.417940, -1.529114, 2.346294], [-3.943313, -1.407567, 2.376432], [-1.903081, -2.549316, 3.368051], [-1.804358, -0.162763, 2.691794], [-5.232490, -6.382598, 0.068744], [-3.767512, -7.247459, 0.570299], [-4.518820, -6.065936, 1.657844], [-3.216950, -6.151398, -1.882484], [-1.145863, -5.312749, -3.412573], [-2.585175, -4.449304, -3.953722], [-1.108080, -3.544434, -3.571596], [-1.277686, -2.326876, -1.548819], [-3.504876, -4.003456, 1.815261], [-4.435514, -2.336604, 2.079692], [-4.271395, -1.132073, 3.387876], [-4.272668, -0.628357, 1.677596], [-0.806629, -2.514176, 3.420128], [-2.306509, -2.307182, 4.362175], [-2.175605, -3.575022, 3.107671], [-0.695714, -0.207710, 2.734467], [-2.150872, 0.641898, 2.011093], [-2.132354, 0.127743, 3.695280]], "forces_ev_per_angstrom": [[-1.459, -1.744, 1.107], [1.964, -0.452, -0.709], [-0.032, -0.397, 0.189], [-0.399, 0.362, 0.264], [0.228, 0.193, -0.039], [0.020, -0.192, 0.101], [-0.245, 0.107, 0.232], [-0.251, -0.235, 0.125], [0.369, -0.085, 0.257], [-0.375, -0.198, -0.028], [-0.492, 1.416, -0.933], [-0.327, 0.057, -0.077], [0.149, 0.127, -0.171], [0.134, 0.071, -0.088], [0.136, -0.269, -0.126], [0.260, 0.062, 0.085], [0.052, 0.065, -0.446], [-0.135, 0.447, 0.230], [-0.059, 0.278, 0.400], [-0.033, -0.431, -0.203], [0.065, 0.197, -0.057], [0.404, 0.772, 0.167], [-0.881, -0.683, -0.925], [0.525, -0.111, 0.740], [0.375, 0.115, 0.408], [0.261, -0.277, 0.218], [-0.047, -0.031, -0.308], [-0.314, 0.017, -0.019], [-0.097, -0.285, 0.149], [0.044, -0.012, -0.365], [0.053, -0.334, 0.237], [0.116, 0.309, 0.086], [-0.727, -0.148, 0.197], [-0.313, 0.100, 0.056], [0.247, -0.177, -0.320], [0.057, -0.128, 0.202], [-0.111, 0.335, 0.399], [0.114, 0.034, -0.203], [-0.342, 0.142, -0.008], [-0.100, -0.213, -0.039], [-0.149, -0.184, 0.146], [0.086, 0.181, -0.203], [0.134, 0.150, 0.016], [-0.052, -0.072, -0.035], [0.057, -0.016, -0.206], [-0.254, 0.055, 0.807], [-0.633, -1.074, 0.060], [0.515, 0.328, -0.653], [1.318, 1.767, -0.540], [-0.026, -0.703, -0.788], [-0.127, 0.278, 0.208], [0.090, 0.082, 0.290], [-0.199, -0.046, 0.031], [0.280, 0.041, 0.088], [-0.122, 0.258, -0.032], [-0.012, -0.093, -0.098], [0.064, 0.256, 0.187], [-0.113, 0.199, 0.054], [0.189, 0.031, 0.178], [-0.066, -0.111, 0.009], [-0.191, -0.280, 0.013], [0.106, -0.083, -0.326], [0.085, 0.283, 0.170], [-0.037, -0.095, -0.249], [0.038, -0.086, 0.120], [-0.163, 0.020, 0.014], [0.147, -0.173, -0.223], [0.027, 0.304, 0.163], [-0.096, 0.029, 0.073], [0.069, -0.136, 0.124], [0.202, 0.090, -0.185]], "mulliken_spin": [4.08, -0.01, 0.00, 0.00, -0.01, 0.00, 0.00, 0.00, 0.00, 0.00, -0.01, 0.00, 0.00, 0.00, 0.00, 0.00, 0.00, 0.00, 0.00, 0.00, 0.00, 0.00, 0.00, 0.00, 0.00, 0.00, 0.00, 0.00, 0.00, 0.00, 0.00, 0.00, 0.00, 0.00, 0.00, 0.00, 0.00, 0.00, 0.00, 0.00, 0.00, 0.00, -0.01, 0.01, 0.00, 0.01, -0.01, -0.01, -0.05, 0.00, 0.00, 0.00, 0.01, 0.00, 0.00, 0.00, 0.00, 0.00, 0.00, 0.00, 0.00, 0.00, 0.00, 0.00, 0.00, 0.00, 0.00, 0.00, 0.00, 0.00, 0.00], "lumo_energy_ev": [-6.78, -6.59], "e_homo_ev": [-12.48, -12.52], "multiplicity": 5, "homo_lumo_gap_ev": [5.71, 5.93], "total_energy_ev": -66711.465, "total_charge": 2}

{"formula": "C23H42BeCl3N4O3SSi", "method": "ωB97M-V/def2-TZVPD", "elements": ["C", "C", "H", "H", "H", "C", "C", "H", "H", "H", "H", "Be", "Cl", "Cl", "C", "O", "N", "C", "C", "H", "H", "H", "H", "H", "H", "H", "H", "H", "C", "C", "N", "H", "C", "O", "H", "H", "H", "H", "O", "C", "C", "C", "H", "C", "H", "C", "H", "C", "C", "H", "H", "H", "Si", "Cl", "C", "C", "C", "H", "H", "H", "H", "H", "H", "H", "H", "H", "S", "C", "N", "C", "C", "N", "H", "H", "H", "H", "H", "H"], "coordinates": [[-0.114893, -3.479980, -6.110586], [-0.846929, -4.772893, -5.995402], [0.811899, -3.486593, -5.521536], [-0.720297, -2.650247, -5.734261], [0.154881, -3.270333, -7.146822], [-0.729053, -5.784136, -6.869408], [0.136737, -5.795678, -8.065869], [-1.318314, -6.690483, -6.774522], [1.165985, -5.512717, -7.845504], [-0.232968, -5.143772, -8.859970], [0.158264, -6.804212, -8.478003], [-2.142262, -2.224995, -2.729280], [-0.591370, -1.109412, -3.054960], [-3.696924, -2.366608, -3.854668], [-3.342487, -2.058271, -0.411860], [-2.349453, -2.369726, -1.153564], [-3.298884, -2.266758, 0.899187], [-2.064110, -2.749023, 1.539283], [-4.535462, -2.270757, 1.678996], [-4.277250, -1.619077, -0.820814], [-1.244233, -2.017083, 1.430643], [-1.755485, -3.715359, 1.115571], [-2.328681, -2.876410, 2.593988], [-5.169567, -1.428029, 1.377199], [-4.254469, -2.199254, 2.731992], [-5.089770, -3.207374, 1.512467], [1.959784, -0.845994, -1.720597], [3.860360, -2.843878, -3.033753], [2.986417, -0.744317, -1.324001], [4.444673, -2.587309, -2.144612], [3.600503, -2.043193, -1.106896], [2.942923, -0.189661, -0.375319], [3.218584, -2.830879, -0.079841], [3.510072, -4.006490, 0.076011], [4.944095, -3.477642, -1.769730], [2.580862, -2.292490, 0.662106], [3.601195, -0.196675, -2.047146], [5.172819, -1.826673, -2.427370], [-0.942731, -4.509514, -3.611666], [-1.714309, -4.866193, -4.749893], [-1.888182, -7.384646, -4.741124], [-2.532811, -6.155128, -4.625716], [-0.813609, -7.397621, -4.907532], [-2.585444, -8.600677, -4.645573], [-2.431570, -4.027470, -4.791323], [-3.907749, -6.144155, -4.350906], [-2.039582, -9.543570, -4.753293], [-3.969094, -8.578731, -4.459871], [-4.626663, -7.350106, -4.277037], [-4.379686, -5.173237, -4.182325], [-4.526974, -9.516661, -4.388998], [-5.709347, -7.326474, -4.101150], [-0.124728, -5.667818, -2.429711], [1.727036, -5.363236, -3.315270], [0.050750, -7.588569, -2.505364], [-2.027154, -5.698277, -1.716948], [0.302973, -5.070184, -0.659178], [-0.915427, -8.103561, -2.517215], [0.620451, -7.919978, -1.622135], [0.639211, -7.919316, -3.378396], [-0.349682, -5.448124, 0.136533], [0.287109, -3.975003, -0.612785], [1.316852, -5.409394, -0.417309], [-2.486502, -6.630717, -2.068625], [-2.626816, -4.855707, -2.089677], [-2.121289, -5.656395, -0.626700], [0.995951, -1.211135, 1.807833], [0.646576, 0.372771, 1.343851], [0.080910, 0.844210, 0.191377], [0.013484, 2.300828, 0.140735], [0.627550, 2.727853, 1.478067], [0.898049, 1.456228, 2.113714], [-0.127218, 0.253668, -0.617690], [-1.024031, 2.649890, 0.059304], [0.579508, 2.682082, -0.718461], [-0.073778, 3.310029, 2.081018], [1.546264, 3.309964, 1.341579], [1.382553, 1.356047, 2.996730]], "forces_ev_per_angstrom": [[0.436, 0.263, -0.121], [-0.240, -1.170, 0.032], [-0.222, -0.067, 0.014], [0.036, -0.102, 0.004], [-0.006, 0.024, -0.069], [-0.521, 0.554, 0.390], [0.484, -0.056, -0.648], [-0.002, 0.370, 0.190], [0.064, 0.104, -0.011], [0.025, 0.140, -0.073], [0.112, -0.034, -0.108], [0.424, -0.163, -0.132], [0.044, 0.218, 0.021], [-0.256, 0.406, 0.317], [1.251, -0.840, -0.569], [-1.628, 0.728, 1.451], [-0.041, 0.138, -0.771], [-0.170, -0.223, -0.012], [-0.027, 0.000, -0.274], [0.526, -0.374, 0.072], [-0.506, -0.446, -0.029], [-0.025, 0.309, 0.033], [0.390, -0.007, -0.182], [0.119, -0.175, 0.204], [-0.292, 0.151, -0.189], [0.174, 0.251, 0.149], [0.384, 0.101, 0.012], [0.028, -0.145, 0.045], [-0.275, -0.142, 0.131], [-0.194, 0.094, -0.326], [0.269, -0.040, -0.059], [0.022, -0.079, -0.276], [-0.513, -0.318, 0.789], [0.355, 0.445, -0.124], [-0.073, 0.023, -0.028], [0.539, -0.333, -0.683], [-0.172, -0.002, 0.191], [0.183, -0.021, -0.023], [1.163, -0.351, -0.006], [-0.538, 0.592, 0.244], [-0.303, -0.648, 0.052], [0.204, -0.161, 0.124], [-0.321, -0.059, 0.117], [-0.035, 0.573, -0.245], [0.115, -0.666, -0.518], [0.149, -0.333, -0.223], [-0.248, 0.314, 0.099], [0.009, 0.252, 0.358], [0.249, 0.235, -0.235], [-0.041, -0.363, -0.090], [0.131, 0.309, -0.069], [0.468, -0.032, -0.010], [-4.078, 0.140, 1.887], [1.864, 0.652, -0.935], [0.274, -0.174, -0.282], [-0.693, -0.527, -0.125], [1.475, 0.005, -0.065], [0.240, 0.062, 0.148], [-0.139, 0.211, -0.082], [-0.201, 0.070, 0.292], [0.030, -0.021, -0.446], [0.100, 0.054, 0.031], [0.120, 0.405, 0.116], [-0.406, 0.129, 0.218], [-0.042, -0.289, 0.000], [0.038, -0.277, 0.049], [-0.486, 1.219, -0.017], [-0.225, -0.098, -0.368], [0.168, -0.690, 0.190], [-0.199, -0.099, -0.418], [0.150, 0.125, 0.222], [0.358, -0.065, 0.598], [0.155, 0.105, 0.433], [0.198, -0.121, -0.091], [-0.154, -0.037, 0.176], [0.072, 0.074, -0.097], [-0.131, -0.039, 0.029], [-0.190, -0.060, -0.393]], "mulliken_charge": [-1.46, 0.26, 0.10, 0.20, 0.49, 0.34, -1.77, 0.54, 0.31, 0.36, 0.40, 0.88, -0.56, -0.58, 0.03, -0.17, 0.25, 0.01, -0.95, 0.36, -0.39, 0.04, 0.32, 0.35, 0.30, 0.35, 0.14, 0.26, -0.64, -0.97, 0.14, 0.23, 0.76, -0.64, 0.32, -0.37, 0.34, 0.37, -0.28, 0.72, -0.56, -0.03, 1.03, -1.21, -0.19, -0.06, 0.37, -0.55, -0.77, 0.34, 0.35, 0.36, 1.21, -0.48, -1.45, -1.37, -1.01, 0.32, 0.42, 0.33, 0.38, -0.04, 0.33, 0.32, -0.22, 0.68, -0.49, 0.17, 0.18, -0.49, -0.50, -0.16, 0.08, 0.28, 0.27, 0.29, 0.27, 0.22], "lumo_energy_ev": 1.85, "e_homo_ev": -3.73, "de_lowest_kj_mol": 33.9, "homo_lumo_gap_ev": 5.58, "total_energy_ev": -93324.373, "total_charge": -1}